[1]
{"formula": "C5H12NO", "method": "ωB97M-V with the def2-TZVPD basis set", "species": ["C", "C", "C", "C", "N", "C", "H", "H", "H", "H", "H", "H", "H", "H", "H", "H", "H", "H", "O"], "coordinates": [[1.25226, 0.65767, -2.57071], [0.03343, 0.40380, -1.61006], [0.32821, -0.53028, -0.54698], [-0.58308, -1.29042, 0.18370], [-0.75031, -0.99482, 1.56112], [-0.75978, -2.00996, 2.38766], [0.94753, 1.48621, -3.19134], [2.08377, 0.81621, -1.89038], [1.55416, -0.24870, -3.09385], [-0.42637, 1.36837, -1.32389], [-0.82812, 0.00218, -2.18636], [1.40024, -0.75115, -0.43460], [-1.41068, -1.76375, -0.36563], [-0.57311, -0.02754, 1.87681], [-1.20802, -2.92755, 2.01554], [-0.52697, -1.71346, 3.40945], [0.44767, 2.50849, 1.44545], [-0.58658, 2.80015, 2.53158], [-0.39425, 2.21457, 1.80248]], "forces_ev_per_angstrom": [[-0.6, -0.7, 1.7], [0.4, -1.1, -2.0], [1.0, 0.7, -0.9], [-2.3, 1.3, -0.4], [1.6, -2.0, 0.0], [-1.3, 2.2, 0.1], [0.6, 0.1, -0.3], [0.4, 0.9, -0.3], [-0.5, 0.1, -0.4], [0.1, -0.1, 0.7], [-0.2, -0.1, 0.2], [0.0, 0.4, 0.8], [0.1, -0.1, 0.4], [0.3, 0.3, 0.1], [0.8, -0.5, 0.2], [-0.3, -0.8, 0.2], [0.1, 0.3, 0.1], [-0.2, 0.4, 0.4], [0.1, -1.2, -0.6]], "homo_ev": [-19.31, -19.32], "lumo_energy_ev": [-11.569, -12.122], "charge": 2, "s2": 0.757, "spin_multiplicity": 2, "gap_ev": [7.744, 7.194], "relative_energy_ev": 3.333}

[2]
{"formula": "C19H36EuN3O5P2", "method": "ωB97M-V with the def2-TZVPD basis set", "species": ["C", "C", "N", "C", "C", "C", "C", "P", "Eu", "P", "C", "O", "O", "H", "H", "H", "C", "C", "H", "H", "H", "H", "C", "C", "H", "H", "H", "H", "H", "H", "H", "H", "H", "H", "H", "H", "H", "H", "H", "H", "H", "H", "C", "C", "C", "C", "C", "C", "O", "N", "C", "O", "N", "C", "O", "H", "H", "H", "H", "H", "H", "H", "H", "H", "H", "H"], "coordinates": [[-3.82912, 1.74845, -2.97821], [-2.76428, 1.53216, -2.04699], [-1.79725, 0.56291, -2.29151], [-1.76119, -0.01350, -3.50809], [-2.72106, 0.27208, -4.49016], [-3.78519, 1.14154, -4.21955], [-2.72517, 2.39009, -0.90935], [-1.35077, 2.75468, 0.15309], [-0.84400, -0.26166, 0.29857], [0.26604, -1.97678, -2.69878], [-0.58145, -0.92025, -3.91753], [-4.94913, 0.22895, 0.88030], [-2.14661, -0.22018, 2.59877], [-4.61613, 2.45180, -2.69715], [-2.60220, -0.19928, -5.46560], [-4.55092, 1.34288, -4.96965], [-0.86324, 4.42903, -0.42929], [-2.17333, 3.19131, 1.74716], [-0.91858, -1.56352, -4.74467], [0.21014, -0.27406, -4.33953], [-5.15612, 1.19005, 0.82084], [-3.68186, 2.85307, -0.69429], [1.84261, -2.50020, -3.35899], [-0.71190, -3.43313, -2.27726], [-2.44430, -1.91451, -0.17464], [-2.16123, -0.79183, 3.39544], [-3.09276, -0.01376, 2.44709], [-5.47455, -0.21195, 0.18495], [0.55360, -1.18381, -1.55423], [-2.41858, -1.74391, -0.90607], [-1.54699, 5.16951, 0.01277], [0.17794, 4.65456, -0.14865], [-0.96242, 4.43259, -1.52471], [-2.87728, 4.01745, 1.57807], [-2.69773, 2.33283, 2.19064], [-1.38739, 3.51289, 2.44685], [-0.41579, -4.27629, -2.92295], [-0.51699, -3.70679, -1.22867], [-1.78317, -3.21636, -2.40839], [1.76812, -3.29359, -4.11048], [2.36980, -1.65293, -3.80903], [2.45479, -2.86801, -2.52978], [2.15286, 0.68277, 4.41238], [3.29167, 0.55298, 3.40584], [3.12950, -0.63130, 2.41599], [4.38185, -0.68900, 1.48091], [4.77529, 0.63500, 0.82563], [3.10192, -1.96730, 3.19393], [3.82761, -2.17497, 4.16059], [2.25362, -2.96978, 2.73860], [1.23338, -2.81536, 1.78554], [0.50456, -3.71313, 1.39136], [1.05095, -1.53330, 1.31588], [1.83619, -0.49664, 1.59077], [1.42520, 0.62316, 1.13091], [1.21501, 0.99598, 3.91896], [2.43645, 1.45338, 5.14499], [1.99919, -0.27008, 4.94521], [3.39366, 1.49120, 2.83617], [4.24809, 0.38431, 3.93144], [5.21786, -1.03906, 2.11322], [4.20012, -1.46679, 0.71930], [5.31613, 1.27478, 1.54021], [5.45524, 0.41861, -0.00876], [3.89397, 1.16976, 0.44169], [2.32528, -3.88774, 3.16892]], "forces_ev_per_angstrom": [[-0.2, -0.6, -1.0], [0.4, 0.6, 1.0], [0.2, 0.0, 0.0], [-0.8, 0.6, -0.2], [1.1, -0.9, -0.2], [-0.2, 0.4, 1.2], [-0.2, -1.3, 0.0], [-0.4, -0.6, -0.5], [0.3, 1.1, -0.9], [-2.8, 0.6, 0.5], [0.0, 0.4, -0.3], [-0.4, 0.5, -0.1], [-0.8, -0.4, 0.6], [0.3, -0.2, -0.2], [-0.2, 0.1, 0.2], [0.2, -0.1, 0.2], [0.4, 0.2, 0.2], [0.2, 0.2, 0.0], [0.2, 0.1, 0.2], [-0.3, -0.2, 0.1], [0.3, -1.1, -0.2], [0.0, 0.5, -0.1], [0.8, -0.1, 0.0], [0.2, -0.8, -0.6], [-0.5, -0.4, 0.2], [0.2, 0.4, -0.7], [0.5, -0.1, -0.1], [0.4, 0.5, 0.5], [1.4, 0.7, 0.2], [0.1, 0.1, -0.1], [0.2, 0.0, -0.3], [-0.4, 0.1, -0.1], [0.1, 0.0, 0.4], [0.1, -0.2, 0.2], [0.2, 0.3, -0.2], [-0.3, 0.0, -0.1], [-0.3, -0.2, 0.3], [0.0, 0.1, -0.2], [0.5, 0.0, 0.0], [-0.3, 0.1, 0.1], [-0.2, 0.0, 0.2], [0.0, 0.0, 0.0], [0.0, 0.1, 0.0], [0.2, -0.2, -0.2], [-0.4, 0.2, 0.0], [0.0, -0.5, 0.2], [0.0, 0.0, 0.0], [0.6, -0.1, 0.9], [-0.7, 0.2, -1.1], [-0.3, -0.4, -0.3], [-0.1, 1.3, -0.6], [0.7, -0.2, 0.7], [0.0, -1.2, 0.1], [-0.5, 1.7, -0.4], [1.2, -1.3, 1.0], [0.4, -0.2, 0.2], [-0.3, -0.3, -0.1], [0.0, 0.4, -0.1], [-0.1, -0.5, 0.1], [-0.4, 0.1, -0.1], [-0.3, 0.0, -0.3], [0.1, 0.3, 0.2], [-0.3, -0.1, -0.3], [-0.2, 0.2, 0.2], [0.3, -0.1, 0.1], [0.1, 0.3, 0.0]], "homo_ev": [-3.27, -5.48], "lumo_energy_ev": [0.121, 0.048], "charge": 0, "s2": 12.014, "spin_multiplicity": 7, "gap_ev": [3.395, 5.530], "relative_energy_ev": 0.000}

| no. | total energy (eV) |
| --- | --- |
| 1 | -8894.32848 |
| 2 | -72897.90891 |